[1]
27
Properties=species:S:1:pos:R:3:forces:R:3 method="wB97M-V/def2-TZVPD" e_tot_ha=-885.62250 e_lumo_ev=-1.7 charge=0
Nb 2.282838 1.664394 -2.790137 -3.2484 -0.3302 1.0177
Cl -0.163623 1.744682 -2.816912 0.5124 -0.1209 -0.0843
O -0.460447 -1.622918 0.851272 0.3302 -0.2321 0.2779
N -2.381304 -0.924941 1.879204 0.1671 0.2534 0.2804
C 1.023794 1.838418 0.600043 0.5157 -0.0288 0.5945
C -1.622797 -1.572470 0.703986 0.4368 0.0301 -0.7347
C 2.240444 1.355515 0.247849 -0.5973 -0.3227 -0.5030
C 2.430057 0.411515 -0.844666 1.0060 -0.8768 0.8418
C -2.425753 -1.952621 -0.487477 -0.2537 0.0056 0.1765
C -2.135678 -1.625782 3.187256 -0.2445 0.0236 -0.0609
H -2.616767 -1.047536 3.969962 0.0038 -0.0048 0.0342
H 4.084611 1.604317 -2.844801 -0.3893 0.1074 -0.0978
H -3.141906 -2.738057 -0.233478 -0.0556 0.0655 -0.0017
H 2.514906 3.232657 -1.866805 1.0103 0.0679 -0.4000
H -2.965838 -1.081866 -0.867196 -0.0248 -0.0146 0.0119
H -1.941401 0.000063 1.959782 -0.2115 0.0952 -0.1336
H -1.064679 -1.664028 3.350268 0.0469 -0.0331 -0.0791
H -2.565847 -2.621057 3.138024 0.0411 -0.0420 -0.0160
H 0.910534 2.876019 0.863735 -0.1170 -0.0167 1.0172
H -3.374508 -0.809914 1.680276 -0.0008 0.0383 0.0611
H 2.413279 0.120904 -3.807049 0.8350 0.2310 -0.1343
H 3.387286 -0.099931 -0.778940 0.1099 -0.1934 -0.0304
H 0.158457 1.196239 0.543048 -0.4676 0.2091 -1.0123
H -1.746453 -2.310914 -1.253533 0.0676 0.0151 -0.0024
H 3.140811 1.663130 0.758969 0.2346 1.0992 -0.5435
H 2.384775 2.701284 -4.279778 0.6021 -0.0323 0.0175
H 1.635210 -0.337104 -0.862900 -0.3090 0.0071 -0.4966


[2]
37
Properties=species:S:1:pos:R:3:forces:R:3 method="wB97M-V/def2-TZVPD" e_tot_ha=-5404.87585 e_lumo_ev=1.3 relative_energy_ev=2.0246 charge=-1
Au -0.455724 -0.143676 0.000026 -0.5048 -0.1196 0.1344
Se -2.386352 -2.425282 0.095774 -0.5386 -0.5562 0.2724
Cl 0.191956 -2.858057 2.708481 -0.0420 -0.0719 0.0333
Cl 1.394520 -3.236007 -0.409454 -0.0335 -0.1040 -0.0272
Cl 2.540720 -0.997541 1.680598 0.0296 -0.0921 0.1097
Si 0.803553 -1.930244 1.019491 0.3350 1.0735 -0.3165
F 1.634161 3.692926 1.665231 0.0033 -0.0125 0.0474
F 2.414831 0.127517 -1.365518 -0.0455 -0.0478 0.0481
F 5.026578 0.452741 -1.053285 -0.0075 0.0027 0.0279
F 4.242151 4.036290 1.892641 -0.0130 -0.0254 -0.0070
O -1.996030 -1.350866 1.330529 -0.0452 -0.2290 -0.2125
O -1.532237 -1.683016 -1.163778 0.2599 -0.0280 0.3325
O -3.976920 -2.427039 -0.198098 0.2190 0.1437 -0.0612
O -1.728815 -3.871561 0.398980 -0.0918 0.2346 -0.0995
N -2.288308 1.323355 -0.396919 0.4975 -0.2571 -0.3074
N 0.549720 1.678460 -0.080048 0.3815 -0.5187 0.1558
C -1.575006 2.535397 -0.797517 -0.1309 0.2441 0.0404
C 1.885519 1.877116 0.135924 -0.0778 0.1074 -0.1409
C 4.190329 1.258665 -0.374551 0.1192 -0.0395 -0.0306
C 4.710664 2.246328 0.437914 0.1201 0.0297 0.0511
C 2.838859 1.081945 -0.527030 -0.1827 0.0199 -0.2524
C -3.184198 0.803971 -1.455555 -0.1339 0.1716 -0.0667
C -2.988467 1.471000 0.879243 -0.1238 -0.0361 0.0479
C -0.374286 2.788153 0.088601 0.0639 -0.1251 0.1152
C 2.439382 2.881478 0.944032 -0.1060 0.0022 0.1128
C 3.800737 3.052462 1.082311 0.0635 0.0990 0.0495
H -2.236978 3.414694 -0.780405 -0.0881 -0.0539 -0.0142
H 5.775131 2.377524 0.569805 -0.0476 -0.0056 -0.0368
H -3.210502 1.496449 -2.299974 -0.0153 0.0494 0.0584
H -4.195873 0.686854 -1.068838 0.0027 0.0192 0.0233
H -3.415207 0.511165 1.160949 0.0285 0.0032 -0.0122
H -2.850616 -0.171006 -1.804483 0.0324 0.0136 0.0419
H 0.091265 3.720372 -0.238566 0.0777 0.0116 -0.0095
H -1.216734 2.386446 -1.816772 -0.0187 0.0263 -0.0088
H -2.297253 1.768528 1.665666 0.0095 -0.0225 -0.0170
H -0.684449 2.935465 1.129017 -0.0134 0.0715 -0.0381
H -3.782519 2.225491 0.798881 0.0167 0.0219 -0.0435


[3]
16
Properties=species:S:1:pos:R:3:forces:R:3 method="wB97M-V/def2-TZVPD" e_tot_ha=-267.86560 e_lumo_ev=1.0 relative_energy_ev=1.6252 charge=0
N 1.030962 0.357775 -2.808882 -0.5566 1.1487 0.6788
N -0.408033 0.279630 -0.975891 1.4350 -0.1817 0.1325
C -0.996773 -0.496576 0.101974 0.3284 0.8623 0.4236
C -0.148215 -0.560183 1.385314 -0.1786 0.6305 -0.4626
C 0.553166 0.758832 1.730282 -0.1654 0.0153 -0.0807
C 0.370606 -0.286568 -1.935906 -1.1441 -0.6515 -0.7427
H -1.189832 -1.489596 -0.284371 -0.1547 -0.1843 -0.0428
H -1.945960 -0.017755 0.346444 -0.1206 -0.1238 -0.0707
H -0.140349 1.247047 -0.833709 -0.4905 0.0882 0.1080
H 0.607594 -1.333851 1.255580 -0.1298 -0.2331 0.4047
H 0.788937 0.767762 2.793434 0.1831 0.0688 -0.0326
H 0.244205 -1.390207 -1.903870 -0.0451 0.0149 -0.2152
H 0.706689 0.380726 -3.761292 0.8311 -0.7528 -0.2721
H -0.854895 -0.748930 2.194171 0.2557 -0.6140 0.0847
H -0.087240 1.624449 1.537591 -0.0711 -0.0433 0.0651
H 1.469137 0.907448 1.159131 0.0231 -0.0440 0.0222


[4]
55
Properties=species:S:1:pos:R:3:forces:R:3 method="wB97M-V/def2-TZVPD" e_tot_ha=-1724.99677 e_lumo_ev=0.5 relative_energy_ev=0.0000 charge=0
Cl -5.212468 -0.427460 1.378684 -0.0422 -0.0609 0.1609
O 0.941560 0.953525 2.071407 0.2927 0.1487 -0.1197
O -1.428532 3.207253 0.455329 -0.3685 0.0161 0.1070
O 3.539603 -0.222462 -1.767519 0.1252 0.2451 -0.0467
N 1.454495 -1.090237 -1.546642 -0.2789 -0.3564 -0.0463
N 2.476588 -1.678944 2.263936 -0.0058 -0.0925 -0.0216
C 1.143834 1.096020 -2.617218 0.2005 -0.0103 -0.0322
C 3.405488 -0.793568 1.579418 0.3200 -0.0247 -0.1070
C -5.723807 0.654771 -1.042144 0.0082 -0.0461 0.1086
C 2.800932 -1.074812 -1.326693 0.0271 -0.4568 0.0442
C 4.259932 -1.581590 0.592378 -0.0578 0.2494 -0.0288
C -3.407709 0.282142 -0.486162 -0.0361 -0.0215 -0.0330
C -3.015701 0.808737 -1.715085 -0.3182 -0.0366 0.0613
C 1.576000 -2.341698 1.338075 -0.0248 -0.2263 0.0196
C -0.218230 1.577978 1.767576 -0.8766 0.0493 0.0140
C 2.351862 -3.109803 0.267994 -0.1185 0.1834 0.0273
C 3.352332 -2.217587 -0.468240 0.2823 -0.0756 0.0684
C -1.263624 0.938187 2.362442 0.3239 0.4799 -0.3468
C 0.645483 -0.034375 -1.975955 -0.0890 0.3276 -0.0801
C -3.994002 1.251746 -2.601967 0.0533 0.0085 0.0256
C -0.716578 -0.123266 -1.702089 0.0369 0.0909 -0.0520
C -5.332614 1.170313 -2.266219 -0.0038 0.0249 0.0097
C -4.750111 0.214064 -0.160878 -0.0286 0.0783 -0.2207
C 0.642405 -0.102070 2.870255 -0.6365 -0.6170 0.5731
C -1.585506 0.903134 -2.050881 0.3566 -0.0167 -0.1322
C 0.277257 2.116581 -2.966982 -0.1114 -0.0435 0.0090
C -0.704847 -0.156968 3.069747 0.7155 -0.0623 -0.0088
C -1.075020 2.031009 -2.691749 -0.0569 -0.0369 0.0176
C -0.160552 2.774182 0.868758 0.5160 -0.0373 -0.0479
C 1.742218 -1.014188 3.330837 0.0345 0.2459 -0.1403
H 0.284659 3.621289 1.402072 0.0253 -0.1054 -0.0906
H -2.668906 -0.056982 0.224001 0.0796 -0.0215 0.0740
H 0.938789 -1.878069 -1.183707 0.1987 0.1379 0.0502
H -1.237669 -0.879715 3.653353 -0.0362 -0.2190 0.1481
H -1.106644 -1.009910 -1.220287 -0.0355 -0.0892 0.0807
H 0.888426 -1.615170 0.870893 -0.0048 -0.0843 0.0770
H -1.870937 2.488365 -0.012002 0.0668 0.0112 -0.0283
H 0.483566 2.542852 0.004669 -0.0240 0.0304 0.1425
H 0.667974 2.995308 -3.457351 0.0459 0.0792 -0.0341
H 4.806349 -2.360703 1.124696 0.0202 -0.0403 0.0009
H 2.924456 -3.894816 0.766494 -0.0391 -0.0514 -0.0674
H -6.766408 0.594996 -0.773754 -0.0878 -0.0171 0.0512
H 2.465824 -0.454590 3.930145 -0.0275 -0.0790 0.0516
H 1.658784 -3.605871 -0.417299 -0.0192 -0.0543 0.0055
H -3.702033 1.643444 -3.564252 0.0357 0.0359 -0.0957
H 0.965555 -3.043226 1.916146 -0.0534 0.0583 -0.0835
H -6.083371 1.511481 -2.962758 -0.0678 0.0215 -0.0614
H 4.971610 -0.909841 0.112833 0.0045 -0.0628 0.0140
H 4.048392 -0.338141 2.336666 -0.0446 0.0674 -0.0472
H 1.290909 -1.784715 3.962929 -0.0372 0.1594 0.0274
H -1.733133 2.847762 -2.944843 -0.0754 0.0950 -0.0114
H 2.888043 0.017054 1.040943 0.0859 -0.0134 0.0787
H 3.962955 -2.833187 -1.139510 -0.0624 0.0877 0.0202
H -2.295788 1.220132 2.321807 -0.2085 0.1429 -0.0672
H 2.197908 1.171637 -2.822298 0.0215 -0.0154 -0.0174


[5]
10
Properties=species:S:1:pos:R:3:forces:R:3 method="wB97M-V/def2-TZVPD" e_tot_ha=-550.67321 e_lumo_ev="-1.0 / -1.0" relative_energy_ev=3.9859 charge=0
P -1.737662 -2.085952 1.037927 0.2555 -0.7047 -0.2083
N 2.533022 0.786379 -1.129802 -3.6372 2.2000 0.7726
C 0.137151 0.392227 -0.628097 -1.6431 0.7367 1.3513
C 1.395516 0.660559 -0.690833 4.6228 -0.9807 -2.4900
C -1.665931 0.972997 1.116945 1.7002 0.0915 -0.2250
C -0.662991 0.785034 0.468856 -1.1083 -0.1169 -0.4335
H -0.413541 0.043823 -1.471284 0.1245 -0.4614 -0.6707
H -0.764548 -2.951234 0.384956 -0.3541 0.4443 0.2616
H 3.386109 0.332242 -1.075493 1.3599 -1.4440 0.5439
H -2.207126 1.063924 1.986826 -1.3201 0.2351 1.0980


[6]
49
Properties=species:S:1:pos:R:3:forces:R:3 method="wB97M-V/def2-TZVPD" e_tot_ha=-7273.21146 e_lumo_ev=4.3 relative_energy_ev=0.2800 charge=-2
Pd -1.897351 0.874657 -0.313402 0.0003 0.0633 -0.0105
Br -1.916889 -2.275632 0.979827 0.0337 -0.1185 -0.0407
As 0.326907 1.027509 -0.915949 -0.0844 0.0225 0.0336
Cl -6.576322 1.082836 2.564180 -0.0018 -0.0016 -0.0083
Cl -3.957160 -0.552432 -1.959052 0.0204 -0.0235 -0.0038
S -4.011635 1.387060 0.702501 0.0108 0.0724 0.0206
O 3.649513 -5.143012 1.181995 0.0153 0.0046 0.0149
O 2.858506 -4.101065 -0.664266 0.0013 -0.0223 0.0226
N 0.640334 -3.353978 0.934023 -0.0668 0.0654 0.0176
C 2.203402 -3.306849 2.733804 -0.0336 0.0006 0.0214
C -5.249617 0.244604 0.320464 0.0584 -0.0307 -0.0250
C 1.180260 2.700374 -0.219405 0.0115 -0.0232 -0.0028
C 0.057183 -2.290019 3.003525 -0.0029 0.0347 -0.0041
C 0.823492 1.195186 -2.808084 0.0234 -0.0109 0.0107
C 4.164647 3.934094 -2.205882 0.0048 0.0017 -0.0046
C -5.257127 -0.613999 -0.805466 -0.0377 0.0024 0.0128
C -7.416354 -0.808256 0.886166 0.0011 0.0205 0.0152
C 5.229308 3.411976 -1.483836 -0.0031 -0.0011 -0.0046
C -0.204196 -2.710994 1.707480 0.0720 -0.0207 -0.0018
C 1.306305 -2.602162 3.517300 0.0122 -0.0131 -0.0216
C 3.665250 2.453095 0.074946 -0.0085 -0.0090 0.0017
C -7.356050 -1.633898 -0.224695 0.0128 -0.0158 -0.0254
C 2.860859 3.713582 -1.788117 -0.0066 -0.0006 0.0061
C -6.263636 -1.525261 -1.071083 -0.0204 -0.0079 -0.0004
C 1.704465 -0.266405 -0.423713 -0.0397 -0.0091 0.0235
C 4.970521 2.669026 -0.339935 0.0047 -0.0012 0.0032
C 2.582488 2.968418 -0.640394 0.0150 0.0056 -0.0137
C 1.845580 -3.658683 1.433567 0.0266 0.0312 -0.0063
C -6.396836 0.091385 1.134504 -0.0158 0.0064 0.0197
C 2.884967 -4.382912 0.543153 -0.0048 -0.0094 -0.0500
H -6.177864 -2.149775 -1.950324 -0.0021 -0.0027 -0.0017
H 6.248279 3.576038 -1.812230 0.0004 0.0010 0.0008
H 4.349879 4.512672 -3.103482 0.0004 0.0016 0.0004
H 2.034478 4.118785 -2.361127 -0.0006 0.0022 -0.0019
H 0.504376 3.496061 -0.533267 0.0033 0.0000 0.0013
H 5.789711 2.246427 0.229261 -0.0025 0.0000 0.0014
H 2.691253 0.053501 -0.759442 0.0104 -0.0119 0.0021
H 0.263205 2.014115 -3.259600 0.0007 -0.0035 -0.0012
H 3.179271 -3.605193 3.088807 0.0034 -0.0077 -0.0062
H 1.706168 -0.403006 0.659231 0.0002 -0.0055 -0.0196
H 3.472517 1.862712 0.963039 0.0054 0.0005 0.0018
H -8.249839 -0.857443 1.574537 0.0025 0.0017 0.0015
H 1.570428 -2.294857 4.523588 -0.0048 -0.0004 -0.0014
H -0.683842 -1.738413 3.563097 0.0005 0.0082 -0.0035
H 1.894980 1.350849 -2.941921 0.0037 0.0070 0.0006
H 1.469985 -1.229880 -0.878461 -0.0090 -0.0102 0.0405
H 1.095686 2.605542 0.863785 -0.0019 0.0017 -0.0016
H 0.532635 0.264096 -3.294421 -0.0105 0.0058 -0.0122
H -8.142101 -2.350487 -0.425220 0.0020 -0.0004 -0.0014